ORCA calculation (the ωB97M-V functional and the def2-TZVPD basis) on a molecular structure, C31H62OsP2Si2 at a distorted geometry.

XYZ file:
```
98
Properties=species:S:1:pos:R:3:forces:R:3
Os 0.477 0.568 -3.495 1.393 2.679 6.837
C -1.772 2.673 -0.688 -0.340 -0.181 -0.053
C -2.777 1.805 -1.219 0.248 0.409 0.175
C -2.252 1.076 0.896 -0.253 0.481 -0.009
C -1.343 2.130 0.542 -0.042 -0.232 0.284
C -3.112 0.853 -0.221 0.129 -0.138 0.343
C -1.378 4.011 -1.183 0.248 0.431 -0.411
H -1.747 4.203 -2.197 0.053 -0.039 0.203
H -0.285 4.136 -1.185 -0.251 0.007 0.030
H -1.777 4.824 -0.547 0.081 -0.441 -0.079
C -0.264 2.640 1.414 0.227 0.205 0.219
H 0.507 3.186 0.853 -0.288 -0.069 0.143
H 0.230 1.841 1.993 -0.305 0.279 -0.216
H -0.692 3.345 2.148 0.132 -0.108 -0.131
C -2.470 0.692 2.307 -0.240 -0.197 0.305
H -2.787 1.612 2.838 0.143 -0.325 -0.077
H -1.557 0.339 2.814 -0.283 0.114 -0.245
H -3.282 -0.037 2.429 0.360 0.149 -0.053
C -4.284 -0.052 -0.261 -0.262 -0.178 -0.037
H -5.171 0.496 0.097 0.130 -0.101 -0.089
H -4.175 -0.938 0.378 0.067 0.321 -0.155
H -4.506 -0.379 -1.284 0.045 0.024 0.246
C -3.419 1.937 -2.543 -0.266 0.004 -0.609
H -4.226 2.689 -2.557 0.240 -0.158 0.139
H -3.868 0.989 -2.862 0.037 0.249 0.106
H -2.695 2.236 -3.316 -0.213 0.025 0.273
C 1.877 -0.496 -4.404 0.736 -0.305 -1.841
C 1.287 0.506 -5.294 1.327 -0.239 -1.372
C 0.237 0.148 -6.332 0.236 0.206 -0.343
C -1.033 -0.473 -5.717 -0.725 -0.320 -0.397
C -1.160 -0.296 -4.205 -0.707 -1.005 -0.995
C -0.469 -1.205 -3.287 -1.975 -1.049 -1.116
C 0.290 -2.389 -3.858 0.403 -0.726 0.037
C 1.616 -1.987 -4.542 0.156 -0.432 0.044
H 0.683 -0.535 -7.081 -0.273 0.438 0.173
H -1.069 -1.555 -5.951 -0.235 0.545 -0.032
H -0.041 1.094 -6.829 0.208 -0.514 0.005
H 1.584 -2.291 -5.601 0.221 0.201 0.324
H 2.882 -0.269 -4.039 -0.071 0.169 0.020
H 1.922 1.382 -5.539 -0.433 -0.559 0.004
H 2.460 -2.526 -4.059 -0.531 0.272 -0.464
H 0.535 -3.103 -3.055 -0.292 0.260 -0.210
H -0.995 -1.445 -2.363 -0.014 0.379 0.002
H -0.357 -2.944 -4.572 0.268 0.352 0.497
H -1.903 0.029 -6.180 0.341 -0.580 0.101
H -2.131 0.073 -3.850 0.418 0.178 -0.108
P 0.590 -0.078 -0.542 -0.054 0.451 -1.038
P -1.457 -2.199 0.193 -0.424 0.285 -0.259
C 1.295 -1.760 -0.499 -0.180 -0.541 0.123
C 0.250 -2.855 -0.105 0.246 0.069 -0.055
H 2.117 -1.731 0.237 -0.104 -0.063 -0.333
H 1.716 -1.980 -1.493 0.152 0.055 0.373
H 0.183 -3.620 -0.893 0.095 0.186 0.276
H 0.575 -3.352 0.818 -0.009 -0.011 -0.279
C -1.735 -2.595 1.946 0.144 0.029 -0.276
H -2.773 -2.365 2.226 0.355 -0.156 0.019
H -1.056 -1.941 2.506 -0.273 -0.324 -0.050
H -1.499 -3.648 2.145 -0.139 0.210 0.149
C -2.556 -3.368 -0.700 0.188 0.035 -0.034
H -2.185 -4.397 -0.596 -0.308 0.182 -0.079
H -2.586 -3.076 -1.761 -0.037 -0.269 0.285
H -3.572 -3.278 -0.287 0.307 -0.149 -0.153
C 2.062 0.922 -0.984 0.198 0.082 0.251
H 1.898 1.937 -0.593 0.081 -0.249 -0.363
H 2.163 1.007 -2.097 0.679 0.030 0.693
H 2.967 0.509 -0.516 0.035 0.204 -0.489
C 0.050 2.528 -4.007 -0.607 -0.423 -1.383
H -0.684 2.607 -4.820 0.181 0.459 0.292
H 0.923 3.172 -4.214 -0.105 -0.549 -0.091
H -0.349 2.827 -3.045 -0.457 0.048 0.295
C 4.056 -0.690 2.425 -0.161 -0.101 0.011
Si 2.960 0.668 3.164 0.881 0.477 0.458
C 3.672 1.164 4.849 -0.100 -0.130 -0.049
C 3.194 2.232 2.130 -0.196 0.034 -0.153
C 1.198 0.034 3.261 0.484 -0.424 -0.146
Si 0.677 -0.732 4.879 -0.343 -0.356 1.242
C 0.374 0.652 6.132 0.002 0.109 -0.105
C -0.909 -1.763 4.913 -0.059 -0.105 -0.221
C 1.992 -1.948 5.510 0.103 0.100 -0.221
H 5.114 -0.483 2.651 -0.321 -0.014 -0.070
H 3.958 -0.757 1.332 0.045 -0.013 0.175
H 3.808 -1.673 2.850 0.110 0.203 -0.103
H 4.564 1.785 4.671 -0.253 -0.198 0.008
H 2.970 1.768 5.439 0.184 -0.135 -0.129
H 3.987 0.310 5.464 -0.094 0.236 -0.152
H 4.264 2.386 1.926 -0.253 -0.090 0.114
H 2.828 3.123 2.659 0.053 -0.199 -0.085
H 2.683 2.178 1.166 0.119 0.118 0.152
H 0.770 -0.290 2.307 -0.147 0.036 0.043
H -0.706 0.747 6.322 0.298 0.009 -0.050
H 0.861 0.430 7.094 -0.106 0.091 -0.271
H 0.740 1.620 5.767 -0.085 -0.168 0.211
H -0.797 -2.719 4.385 -0.057 0.213 0.216
H -1.780 -1.237 4.503 0.091 -0.136 0.116
H -1.150 -2.012 5.958 0.199 0.197 -0.198
H 2.297 -2.636 4.709 -0.038 0.084 0.221
H 2.894 -1.465 5.905 -0.243 -0.127 -0.119
H 1.553 -2.553 6.320 0.077 0.219 -0.243
```
Positions in Å, forces in eV/Å.

Computed properties:
* total charge: +2
* maximum force: 7.5 eV/A
* expectation value of S²: 6.1136
* multiplicity: 5
* DFT total energy: -2569.9564 hartree